A molecular structure, C23H41F9O10Zr at a distorted geometry. Source: the Open Molecules 2025 dataset; level of theory: the ωB97M-V functional and the def2-TZVPD basis.

Atoms and positions in Å:
Zr -0.253 -0.233 -0.515
C 0.781 -0.003 -3.686
O 2.060 0.465 -3.307
O 0.069 -0.330 -2.621
C 0.071 0.990 -4.606
F -0.522 1.984 -3.954
F 0.916 1.570 -5.491
F -0.865 0.368 -5.329
C 3.142 0.198 -4.177
C 4.318 0.977 -3.663
H 4.573 0.697 -2.644
H 5.192 0.743 -4.282
H 4.111 2.038 -3.780
H 2.907 0.489 -5.197
H 3.337 -0.886 -4.160
H 0.911 -0.925 -4.302
C 2.366 1.648 0.380
O 2.760 0.828 1.495
O 1.401 1.063 -0.254
C 1.911 3.043 0.845
F 2.921 3.752 1.394
F 1.454 3.774 -0.189
F 0.934 2.998 1.765
C 3.866 1.228 2.283
C 4.279 0.054 3.152
H 5.075 0.395 3.819
H 3.436 -0.256 3.770
H 4.636 -0.797 2.574
H 3.565 2.050 2.942
H 4.718 1.586 1.689
H 3.273 1.795 -0.243
C -0.758 -2.300 2.052
O -2.003 -1.766 2.480
O -0.167 -1.478 1.221
C 0.129 -2.533 3.313
F -0.146 -1.677 4.320
F -0.107 -3.787 3.801
F 1.438 -2.443 3.055
C -3.003 -2.722 2.787
C -4.241 -2.009 3.250
H -4.943 -2.770 3.612
H -4.051 -1.307 4.059
H -4.779 -1.505 2.443
H -2.716 -3.424 3.578
H -3.221 -3.281 1.868
H -0.941 -3.310 1.629
C -3.859 -1.641 -2.237
C -3.614 -0.726 -1.049
O -2.288 -0.571 -0.732
H -3.091 -1.636 -3.006
H -4.813 -1.393 -2.725
H -4.050 -2.666 -1.897
H -4.216 -1.102 -0.198
H -4.073 0.271 -1.219
C 3.027 -3.086 0.229
C 2.255 -2.571 -0.934
O 1.593 -1.567 -0.824
C 2.236 -3.340 -2.205
H 2.682 -4.106 0.436
H 2.847 -2.455 1.094
H 4.097 -3.173 0.033
H 1.612 -2.841 -2.940
H 1.748 -4.302 -1.988
H 3.222 -3.595 -2.588
C -0.862 1.211 3.544
C -1.615 1.214 2.272
O -1.038 1.095 1.211
C -3.099 1.377 2.331
H -1.302 0.540 4.286
H -1.009 2.192 4.029
H 0.195 1.016 3.413
H -3.375 2.432 2.397
H -3.524 0.860 3.190
H -3.554 0.961 1.429
C -2.018 3.803 -0.154
C -1.929 2.823 -1.280
O -1.051 1.993 -1.326
C -3.000 2.929 -2.354
H -1.350 3.540 0.665
H -3.035 3.809 0.247
H -1.768 4.811 -0.488
H -2.522 3.059 -3.315
H -3.648 3.794 -2.193
H -3.642 2.049 -2.327

Frontier orbital gap in eV: 9.424
Relative energy (zero: lowest compared OMol25 entry of this formula, charge and spin) in kcal/mol: 0.00
Energy in hartree: -2599.42253
HOMO level in hartree: -0.332
LUMO level in hartree: 0.0140
Strongest force on any atom in eV/A: 3.2